[1]
This record from the Open Molecules 2025 dataset describes the molecule C3H3BrClNO at a distorted geometry. The level of theory is wB97M-V/def2-TZVPD.

Each line ends with the Mulliken charge.
Element x y z (Å)
C (0.10001, -1.66286, 0.30245)  0.12
C (-0.59751, 0.53034, 0.40848)  -0.41
C (0.71052, 0.73653, -0.37710)  0.24
N (1.62888, -0.12762, -0.33304)  -0.42
O (-0.78454, -0.84890, 0.68357)  -0.13
Cl (-0.10708, 1.05180, -2.34740)  -0.47
Br (0.03067, -3.39117, 0.82556)  0.03
H (-0.54204, 1.02560, 1.38427)  0.27
H (-1.45157, 0.90459, -0.15760)  0.34
H (1.01265, 1.78169, -0.38920)  0.43

Atomic forces in eV per Å
C 2.097 3.152 -0.708
C 0.218 1.313 -0.147
C -1.463 0.458 -0.085
N -0.444 -2.508 0.995
O -0.381 -1.537 0.106
Cl -0.310 0.022 -0.391
Br -0.294 -0.497 0.071
H 0.095 -0.164 -0.123
H 0.147 -0.254 0.108
H 0.335 0.014 0.174

Calculated values
net charge = 0
LUMO energy = -1.663 eV
multiplicity = 1



[2]
This record from the Open Molecules 2025 dataset describes a structure of composition CH4IN at a distorted geometry. The level of theory is wB97M-V/def2-TZVPD.

Each line ends with the Mulliken charge.
Element x y z (Å)
C (0.38461, 0.57125, -0.10571)  -0.63
N (-0.63212, -0.22301, 0.51457)  -0.35
I (-2.40727, -0.18310, -0.29575)  0.12
H (0.71017, 0.16566, -1.11622)  0.25
H (0.08175, 1.61508, -0.28433)  0.33
H (1.17991, 0.45700, 0.66236)  0.27
H (0.68294, -2.40290, 0.62507)  0.00

Atomic forces in eV per Å
C 0.639 -0.434 -0.299
N 0.367 -0.414 0.533
I -0.949 0.090 -0.610
H -0.256 0.284 1.119
H 0.143 -0.182 0.232
H 0.108 0.620 -0.962
H -0.052 0.035 -0.013

Calculated values
net charge = 0
LUMO energy (spin up / spin down) = -0.064 / -0.949 eV
multiplicity = 1



[3]
This record from the Open Molecules 2025 dataset describes a structure of composition C17H25AlAs2 at a distorted geometry. The level of theory is wB97M-V/def2-TZVPD.

Each line ends with the Mulliken charge.
Element x y z (Å)
C (-1.55518, 1.74792, -0.97333)  -0.54
C (-2.24740, 0.64617, -1.55788)  -0.48
H (-0.57580, 2.03209, -1.36326)  0.35
H (-2.10547, 2.61726, -0.59542)  0.47
H (-3.32996, 0.50341, -1.41490)  0.36
H (-1.93763, 0.23299, -2.53219)  0.37
Al (-1.52655, 0.26039, 0.50954)  -0.43
C (-2.22186, 1.32273, 2.28339)  -0.50
C (-3.35319, 1.21572, 1.40846)  -0.41
C (-2.62833, -0.93731, 1.90410)  -0.26
C (-1.82802, -0.00618, 2.66724)  -0.25
H (-3.98786, 2.03776, 1.09037)  0.59
H (-4.41224, -0.60495, 0.58526)  0.65
H (-2.62139, -2.02052, 2.01905)  0.70
C (-3.58343, -0.18132, 1.14184)  -0.63
H (-1.17040, -0.27169, 3.49897)  0.64
H (-1.81883, 2.24353, 2.69629)  0.54
C (2.30144, -0.83216, 2.22757)  -1.10
As (1.06050, 0.44694, 1.38740)  0.55
C (1.36823, 2.10069, 2.38978)  -1.21
C (2.05328, 0.56607, -0.32830)  0.36
C (3.11084, 1.46197, -0.56844)  -0.50
C (3.79998, 1.39368, -1.79283)  -0.64
C (3.41415, 0.43760, -2.74592)  -0.70
C (2.35507, -0.44831, -2.49904)  -0.43
C (1.65623, -0.38353, -1.29534)  -0.08
As (-0.21118, -1.36185, -1.03071)  0.49
C (-0.47325, -1.96986, -2.89098)  -1.57
C (-0.84189, -3.14340, -0.26692)  -1.15
H (1.88455, -1.07740, 3.21032)  0.43
H (3.29862, -0.38215, 2.33317)  0.41
H (2.35696, -1.72851, 1.60404)  0.38
H (2.44164, 2.26020, 2.51510)  0.50
H (0.89689, 2.92659, 1.84727)  0.37
H (0.87403, 1.96061, 3.36087)  0.41
H (3.39014, 2.20180, 0.18395)  0.37
H (4.63350, 2.07921, -1.98674)  0.42
H (3.94542, 0.39532, -3.70006)  0.41
H (2.06300, -1.18875, -3.24024)  0.46
H (0.24558, -2.76265, -3.13203)  0.47
H (-1.49513, -2.35096, -2.96057)  0.47
H (-0.32691, -1.11633, -3.55252)  0.53
H (-0.39046, -3.95719, -0.85429)  0.44
H (-0.56940, -3.20330, 0.79322)  0.35
H (-1.93829, -3.16234, -0.37524)  0.42

Atomic forces in eV per Å
C -1.393 -0.349 -2.290
C 0.222 3.363 -1.537
H 0.031 -0.509 0.066
H -0.055 -0.730 0.547
H 0.574 0.010 0.524
H 0.485 -0.324 0.990
Al 1.225 -0.680 1.158
C -0.817 -0.643 0.526
C 0.052 -1.122 0.464
C 0.078 0.453 0.929
C -1.222 -0.082 -0.292
H 0.353 -0.146 -0.261
H 0.258 0.099 -0.077
H 0.082 0.364 -0.138
C 0.174 0.973 0.663
H 0.126 0.087 -0.701
H -0.104 -0.204 -0.156
C -0.692 -0.101 0.385
As 1.406 0.456 -1.411
C -0.385 -0.377 -0.193
C -0.581 0.052 0.409
C -0.248 -0.527 -0.438
C -0.397 -0.259 0.225
C 0.067 0.189 0.221
C -0.201 -0.185 -0.036
C -0.470 0.007 0.859
As 0.573 -0.911 -0.888
C -0.166 0.627 0.354
C 1.229 0.294 0.190
H 0.311 -0.125 -0.130
H -0.437 0.042 -0.134
H -0.014 0.158 0.131
H -0.204 0.015 0.042
H 0.185 -0.083 0.183
H 0.269 0.196 -0.190
H -0.040 -0.236 -0.220
H -0.416 -0.339 0.015
H -0.214 -0.088 0.337
H 0.234 0.225 -0.016
H -0.181 0.213 0.202
H 0.170 0.003 -0.119
H -0.067 -0.172 -0.164
H -0.153 0.283 0.389
H -0.089 -0.225 -0.305
H 0.439 0.309 -0.115

Calculated values
net charge = +2
LUMO energy = -8.502 eV
multiplicity = 1



[4]
This record from the Open Molecules 2025 dataset describes a structure of composition C42H37BCl2F4IN5O4PSc at a distorted geometry. The level of theory is wB97M-V/def2-TZVPD.

Each line ends with the Mulliken charge.
Element x y z (Å)
Sc (0.38446, -1.10099, -0.04997)  0.12
C (3.16907, 3.10871, 2.09311)  -1.16
C (3.29824, 4.12528, 0.96020)  0.65
C (4.68082, 4.77801, 0.99116)  -1.58
C (3.01650, 3.44900, -0.39562)  -0.04
C (3.11454, 4.41074, -1.59562)  -0.59
O (1.74849, 4.68056, -1.92668)  -0.48
C (0.99955, 3.78681, -1.22630)  -0.21
N (1.61373, 3.00689, -0.43474)  0.15
C (-0.45506, 3.97813, -1.34477)  0.54
C (-0.85314, 5.28375, -1.65611)  -0.81
C (-2.18179, 5.65063, -1.62254)  -0.89
C (-3.13551, 4.71208, -1.26602)  -0.94
C (-2.75417, 3.41501, -0.98311)  -1.17
C (-1.42037, 3.00500, -1.03734)  1.15
P (-1.12062, 1.16316, -0.87402)  0.87
C (-1.94578, 0.74712, -2.46442)  1.42
C (-3.30336, 0.82051, -2.75391)  0.09
C (-3.75476, 0.56849, -4.04076)  -0.83
C (-2.86260, 0.25610, -5.05551)  -0.65
C (-1.50550, 0.18888, -4.77913)  -0.61
C (-1.05646, 0.42388, -3.49008)  -0.86
C (-2.29569, 0.99110, 0.52927)  0.87
C (-1.88335, 1.68381, 1.67282)  -1.16
C (-2.67220, 1.70709, 2.80770)  -0.62
C (-3.90682, 1.07080, 2.80212)  -0.92
C (-4.32388, 0.39176, 1.66963)  -0.77
C (-3.51534, 0.32692, 0.54082)  0.30
H (3.11941, 3.61692, 3.05735)  0.46
H (4.04216, 2.45143, 2.10421)  0.27
H (2.27023, 2.50796, 1.96468)  -0.04
H (2.53022, 4.89546, 1.09481)  0.13
H (5.44628, 4.08421, 0.63362)  0.33
H (4.92982, 5.05810, 2.01546)  0.43
H (4.71912, 5.68055, 0.38142)  0.40
H (3.69330, 2.60366, -0.51346)  0.31
H (3.60497, 3.95514, -2.45924)  0.24
H (3.60785, 5.35235, -1.36480)  0.33
H (-0.09364, 6.01448, -1.89246)  0.52
H (-2.47128, 6.66792, -1.85063)  0.40
H (-4.18028, 4.99011, -1.21255)  0.49
H (-3.51638, 2.70021, -0.70952)  0.29
H (-4.02710, 1.06122, -1.98912)  0.08
H (-4.81478, 0.61954, -4.25485)  0.45
H (-3.22533, 0.06058, -6.05615)  0.38
H (-0.79848, -0.04691, -5.56437)  0.45
H (0.00093, 0.35044, -3.25491)  0.26
H (-0.94184, 2.22285, 1.64943)  0.59
H (-2.33078, 2.22743, 3.69313)  0.48
H (-4.53963, 1.10943, 3.67978)  0.38
H (-5.29086, -0.09556, 1.65411)  0.47
H (-3.83573, -0.25064, -0.31258)  0.00
O (0.59673, 0.72996, 3.91576)  -0.64
C (0.64000, 0.25865, 2.83649)  0.82
N (0.69741, -0.22320, 1.74320)  -0.17
F (1.24171, -2.67397, -0.86162)  0.04
B (2.21388, -3.78134, -1.56038)  0.02
F (1.50812, -4.18752, -2.64781)  -0.26
F (2.40035, -4.70421, -0.58282)  -0.33
F (3.33469, -3.04878, -1.85100)  -0.29
I (5.72863, 0.03276, -3.51536)  0.11
C (4.35211, -0.24902, -1.99873)  -1.19
C (4.62283, -0.60660, -0.69805)  -0.44
N (3.44176, -0.65016, -0.06663)  0.59
N (2.42131, -0.34212, -0.87818)  0.70
C (2.96303, -0.10447, -2.06259)  -0.67
H (5.55357, -0.84846, -0.21505)  0.56
H (3.27057, -0.87982, 0.90099)  -0.03
H (2.36144, 0.15107, -2.91921)  0.78
Cl (-3.44039, -2.81358, 3.08110)  -0.19
C (-1.80194, -2.71164, 3.62858)  0.77
C (-1.54517, -2.51143, 4.97553)  -0.47
C (-0.23900, -2.47365, 5.42588)  -0.81
C (0.80987, -2.61799, 4.53148)  -0.48
C (0.53584, -2.81246, 3.19354)  1.09
Cl (1.82716, -2.98622, 2.05738)  -0.15
C (-0.77311, -2.86709, 2.70029)  -1.94
N (-1.02656, -3.05594, 1.31795)  0.44
C (-0.73284, -4.37514, 0.76312)  1.75
C (-0.21582, -5.36702, 1.59833)  -1.08
C (0.14299, -6.60931, 1.11665)  -0.80
C (-0.05189, -6.90110, -0.22109)  -0.90
C (-0.61830, -5.94667, -1.03901)  -0.68
C (-0.97386, -4.67764, -0.58178)  0.53
C (-1.60215, -3.79050, -1.64441)  -1.65
C (-2.12839, -2.43097, -1.23336)  -0.38
O (-3.32295, -2.23605, -1.14832)  -0.67
O (-1.22612, -1.51219, -0.98760)  1.58
H (-2.37093, -2.40065, 5.66406)  0.46
H (-0.03277, -2.33796, 6.47825)  0.40
H (1.83569, -2.56215, 4.86742)  0.46
H (-1.99287, -2.81375, 1.11996)  0.44
H (-0.09855, -5.17047, 2.65341)  0.39
H (0.57548, -7.33856, 1.78865)  0.43
H (0.22767, -7.86686, -0.62064)  0.38
H (-0.78086, -6.17408, -2.08555)  0.43
H (-2.44627, -4.33150, -2.06939)  0.71
H (-0.85927, -3.64628, -2.43295)  0.37

Atomic forces in eV per Å
Sc 0.400 0.003 0.043
C -0.064 0.136 -0.099
C 0.041 -0.230 -0.055
C -0.195 0.012 0.005
C -0.035 0.317 -0.031
C 0.183 -0.233 0.084
O -0.122 0.181 -0.181
C 0.456 -0.178 0.201
N -0.244 -0.069 0.073
C -0.307 -0.051 -0.014
C 0.020 -0.039 0.054
C -0.043 0.052 0.000
C -0.073 0.039 -0.013
C 0.078 -0.009 -0.042
C 0.550 0.250 -0.104
P -0.830 0.779 -0.135
C 0.246 -0.045 0.027
C -0.026 -0.056 -0.046
C -0.049 -0.009 -0.025
C 0.013 -0.002 0.010
C 0.048 -0.021 -0.057
C -0.089 0.005 0.160
C 0.125 -0.075 0.097
C -0.030 -0.064 -0.087
C 0.037 0.060 0.039
C -0.029 -0.016 -0.004
C -0.081 -0.027 0.041
C 0.059 -0.027 -0.026
H 0.018 -0.063 0.014
H -0.006 -0.083 -0.002
H -0.014 -0.054 0.068
H 0.013 0.024 -0.014
H 0.016 -0.004 0.027
H 0.052 0.030 -0.023
H 0.105 -0.004 0.006
H 0.060 -0.188 -0.004
H -0.072 0.006 -0.002
H -0.060 0.012 -0.036
H -0.019 -0.011 -0.018
H 0.013 0.001 -0.016
H -0.007 -0.026 0.011
H -0.005 0.044 0.008
H 0.028 0.014 -0.005
H -0.001 -0.013 0.025
H 0.006 0.015 -0.004
H -0.006 -0.031 0.013
H 0.003 0.014 -0.110
H 0.026 -0.005 0.095
H 0.021 0.018 -0.018
H -0.001 -0.019 -0.005
H 0.027 -0.052 0.026
H 0.023 -0.047 0.000
O 0.000 -0.033 -0.158
C 0.004 0.094 0.135
N 0.042 0.415 0.346
F 0.340 -0.853 -0.391
B 0.078 0.282 0.197
F -0.057 -0.011 -0.026
F -0.048 -0.022 -0.012
F -0.055 -0.082 -0.038
I -0.195 -0.049 0.156
C 0.260 0.161 -0.114
C -0.018 0.022 -0.185
N 0.218 0.038 0.142
N -0.238 0.091 0.135
C 0.056 0.131 -0.030
H -0.039 0.031 0.071
H -0.115 0.063 0.025
H -0.060 0.006 0.055
Cl -0.116 0.014 -0.008
C 0.156 -0.051 -0.109
C -0.007 0.023 0.076
C -0.030 -0.033 0.009
C 0.052 -0.017 -0.006
C -0.240 0.137 -0.068
Cl 0.362 -0.271 0.132
C 0.018 -0.124 0.178
N 0.376 -0.012 -0.173
C -0.131 -0.271 0.076
C -0.075 0.090 0.011
C -0.017 0.029 -0.003
C 0.010 -0.102 -0.022
C -0.016 0.000 0.046
C 0.010 0.118 0.055
C 0.130 0.144 0.011
C -0.369 -0.489 -0.125
O 0.083 0.116 0.050
O -0.604 -0.076 -0.349
H -0.022 0.000 -0.031
H -0.009 0.064 -0.007
H 0.010 -0.040 -0.036
H -0.027 0.091 0.025
H 0.052 0.035 0.030
H -0.039 -0.015 0.004
H 0.005 0.017 -0.023
H -0.014 0.027 -0.011
H -0.007 0.027 -0.014
H 0.026 0.026 0.020

Calculated values
net charge = 0
LUMO energy = 0.327 eV
multiplicity = 1



[5]
This record from the Open Molecules 2025 dataset describes the molecule C5H9NO. The level of theory is wB97M-V/def2-TZVPD.

Each line ends with the Mulliken charge.
Element x y z (Å)
C (1.30944, -0.93492, -0.14057)  -1.44
C (0.24145, 0.17016, -0.03480)  1.27
C (0.73003, 1.59908, -0.37606)  -1.32
N (-0.84178, -0.51248, -0.79007)  -0.46
C (-1.65053, -0.80117, 0.39003)  -0.45
C (-0.70120, 0.07330, 1.20729)  0.16
O (-0.75888, 0.57512, 2.29596)  -0.57
H (2.31028, -0.61000, 0.12402)  0.41
H (1.29815, -1.29635, -1.18172)  0.34
H (1.00082, -1.80559, 0.45384)  0.32
H (1.74899, 1.57395, -0.77476)  0.35
H (0.75613, 2.25668, 0.50719)  0.32
H (0.09612, 2.10571, -1.11358)  0.31
H (-1.23602, -0.06639, -1.59794)  0.23
H (-2.68509, -0.46795, 0.33317)  0.30
H (-1.61789, -1.85914, 0.69800)  0.22

Atomic forces in eV per Å
C 0.379 0.070 0.269
C 0.279 -0.197 -0.191
C 0.013 -0.159 -0.106
N -0.308 0.140 -0.444
C -0.416 -0.053 0.086
C 0.065 -0.046 0.262
O 0.266 -0.219 -0.776
H 0.200 -0.070 0.297
H 0.170 0.397 0.366
H 0.246 0.235 0.013
H -0.168 -0.027 -0.035
H -0.094 -0.447 -0.103
H -0.007 -0.252 0.101
H -0.403 0.359 0.145
H -0.122 0.043 0.264
H -0.100 0.224 -0.148

Calculated values
net charge = 0
LUMO energy = 0.965 eV
multiplicity = 1



[6]
This record from the Open Molecules 2025 dataset describes a cluster of 2 separate species, C4H14N3 in total at a distorted geometry. The level of theory is wB97M-V/def2-TZVPD.

Each line ends with the Mulliken charge.
Element x y z (Å)
C (-1.32923, -0.28532, -2.94579)  -0.73
C (-0.93824, -0.97706, -0.54957)  0.70
N (-0.90783, -1.21927, -1.90092)  -0.12
N (-1.58031, 0.15745, -0.00573)  -0.38
N (-0.49430, -1.91808, 0.27931)  -0.31
H (-0.67762, -2.15672, -2.23963)  0.29
H (-2.02215, 0.76668, -0.72166)  0.25
H (-1.00050, 0.65353, 0.61273)  0.21
H (0.00390, -2.71422, -0.10939)  0.25
H (-0.65061, -1.99464, 1.32016)  0.31
H (-0.37361, 0.29067, -3.24324)  0.34
H (-1.91388, 0.57870, -2.46394)  0.24
H (-1.93542, -0.80027, -3.75592)  0.33
C (2.07575, 0.83730, 1.34102)  -0.38
C (1.41152, 1.56222, 2.60637)  -0.74
H (2.35087, -0.08718, 1.78310)  0.30
H (1.38942, 0.96739, 0.42225)  0.11
H (2.91390, 1.21364, 0.81043)  0.38
H (0.33146, 1.70943, 2.44537)  0.27
H (1.51741, 0.93088, 3.51095)  0.34
H (1.82945, 2.48489, 2.80411)  0.32

Atomic forces in eV per Å
C 0.113 2.020 0.675
C -1.819 0.777 -0.189
N -0.553 0.224 1.145
N 0.544 -1.931 -3.183
N 0.588 -0.345 0.875
H 0.048 0.202 0.381
H 0.372 -0.560 1.012
H 0.504 0.745 1.305
H -0.035 0.086 0.068
H -0.118 0.633 -1.666
H -1.282 -1.105 -0.429
H 0.422 -1.500 -1.016
H 1.119 0.717 0.925
C -2.264 1.641 1.092
C -1.890 -3.751 -0.744
H 0.581 -1.265 -0.086
H 0.168 -0.088 1.056
H 1.648 0.370 -0.583
H 0.371 0.244 0.200
H 0.050 0.319 -0.668
H 1.433 2.568 -0.169

Calculated values
net charge = +2
LUMO energy (spin up / spin down) = -7.466 / -14.638 eV
<S²> = 0.76
multiplicity = 2



net charge of number 4 (C42H37BCl2F4IN5O4PSc)?
0